(1)
Computed, not measured: a 8-piece molecular cluster, C35H78F18N7O11PS4 overall at a distorted geometry, with ωB97M-V/def2-TZVPD.

Each line ends with the Mulliken charge.
CARTESIAN COORDINATES (ANGSTROEM)
P 0.536 -0.271 0.540  1.1652
F 1.300 1.095 0.905  -0.3584
F -0.351 0.451 -0.586  -0.3461
F 1.711 -0.357 -0.629  -0.3842
F -0.267 -1.650 0.140  -0.3702
F 1.473 -1.080 1.623  -0.3543
F -0.576 -0.001 1.680  -0.3532
C -2.767 -2.073 7.810  -0.7854
N -3.768 -2.947 8.605  -0.0074
C -5.124 -2.797 7.837  -0.8793
C -3.363 -4.410 8.454  -1.0326
C -3.741 -2.332 10.023  -0.5334
C -4.509 -3.176 11.133  -0.6765
O -5.767 -3.685 10.736  -0.5199
H -2.020 -1.731 8.527  0.3175
H -3.386 -1.205 7.584  0.4230
H -2.378 -2.616 6.949  0.3344
H -4.907 -3.035 6.795  0.4374
H -5.598 -1.816 7.864  0.3296
H -5.819 -3.538 8.232  0.3550
H -3.481 -4.776 7.434  0.3909
H -4.184 -4.938 8.940  0.4044
H -2.453 -4.744 8.952  0.4661
H -4.183 -1.337 9.987  0.4192
H -2.695 -2.260 10.323  0.3855
H -4.585 -2.572 12.037  0.4322
H -3.946 -4.042 11.482  0.4100
H -6.132 -4.285 11.390  0.3287
C 6.618 2.665 2.343  -0.8748
N 7.889 1.976 1.718  -0.2152
C 8.940 3.041 1.885  -0.8824
C 8.385 0.812 2.581  -0.8916
C 7.651 1.389 0.296  -0.5602
C 7.277 2.342 -0.819  -0.3749
O 8.469 2.767 -1.425  -0.5269
H 6.857 3.067 3.327  0.3809
H 5.795 1.959 2.452  0.4005
H 6.333 3.516 1.725  0.3835
H 9.867 2.631 1.485  0.3718
H 9.065 3.184 2.958  0.4682
H 8.654 3.938 1.336  0.3522
H 9.283 0.356 2.164  0.3993
H 7.593 0.073 2.697  0.3890
H 8.618 1.175 3.582  0.3943
H 6.922 0.588 0.421  0.4881
H 8.618 0.938 0.072  0.3786
H 6.840 3.223 -0.348  0.2120
H 6.502 1.855 -1.412  0.3881
H 8.304 3.546 -1.962  0.3196
C -6.493 0.243 0.405  -0.9337
N -7.183 -0.307 -0.866  -0.1440
C -7.859 0.914 -1.566  -0.8383
C -6.210 -1.070 -1.689  -0.8776
C -8.326 -1.273 -0.296  -0.5332
C -9.306 -1.813 -1.352  -0.6812
O -8.670 -2.678 -2.313  -0.4686
H -7.213 0.764 1.036  0.3777
H -5.689 0.892 0.057  0.3872
H -6.158 -0.714 0.805  0.4449
H -7.172 1.653 -1.980  0.3581
H -8.635 1.272 -0.890  0.3519
H -8.356 0.492 -2.439  0.4168
H -6.920 -1.207 -2.505  0.5902
H -5.860 -2.011 -1.266  0.2511
H -5.436 -0.389 -2.044  0.3507
H -8.874 -0.747 0.485  0.3959
H -7.780 -1.987 0.320  0.4780
H -9.949 -1.071 -1.825  0.3716
H -9.880 -2.550 -0.790  0.3824
H -8.110 -3.242 -1.774  0.3206
C -0.198 10.698 -6.518  -1.3570
C 0.462 9.843 -5.472  -0.1594
C -0.512 8.726 -4.929  -0.9659
N -0.003 8.038 -3.661  0.4001
C 1.242 7.138 -3.997  -1.0153
C -1.134 7.102 -3.101  -0.5495
C -1.315 7.509 -1.596  -0.5648
C -0.012 8.226 -1.244  -0.6755
C 0.248 8.987 -2.499  -0.8217
H 0.536 11.099 -7.217  0.3613
H -0.748 11.473 -5.984  0.3585
H -0.931 10.122 -7.082  0.3448
H 0.762 10.416 -4.594  0.2815
H 1.360 9.524 -6.000  0.3067
H -0.761 7.917 -5.615  0.6213
H -1.436 9.232 -4.650  0.3715
H 1.523 6.455 -3.196  0.4061
H 2.075 7.813 -4.195  0.3860
H 1.104 6.560 -4.911  0.3634
H -0.761 6.078 -3.075  0.3144
H -2.122 7.081 -3.562  0.3574
H -1.393 6.671 -0.903  0.3621
H -2.199 8.135 -1.470  0.3160
H 0.786 7.527 -0.993  0.3037
H 0.057 9.021 -0.502  0.3929
H 1.266 9.379 -2.485  0.3701
H -0.394 9.868 -2.521  0.4917
C 6.941 -4.744 -4.614  -1.3837
C 5.520 -5.253 -4.805  -0.1685
C 4.918 -5.652 -3.419  -0.9993
N 3.514 -6.352 -3.446  0.3056
C 3.006 -6.324 -1.994  -1.0427
C 3.549 -7.786 -4.049  -0.5546
C 2.447 -7.840 -5.064  -0.6273
C 2.317 -6.481 -5.668  -0.4015
C 2.542 -5.638 -4.414  -0.7646
H 7.331 -4.526 -5.609  0.3868
H 7.590 -5.494 -4.163  0.3655
H 6.931 -3.836 -4.011  0.3342
H 5.487 -6.123 -5.462  0.3410
H 4.912 -4.520 -5.335  0.3371
H 4.717 -4.747 -2.845  0.5107
H 5.612 -6.209 -2.789  0.4161
H 3.847 -6.770 -1.463  0.4376
H 2.032 -6.772 -1.800  0.3551
H 2.877 -5.302 -1.637  0.4446
H 3.494 -8.510 -3.236  0.3374
H 4.543 -7.968 -4.456  0.3310
H 1.524 -8.170 -4.588  0.3227
H 2.619 -8.608 -5.818  0.3797
H 1.346 -6.231 -6.098  0.3664
H 3.134 -6.364 -6.380  0.2562
H 1.538 -5.601 -3.990  0.4310
H 2.831 -4.610 -4.636  0.2839
C 3.786 -5.634 6.868  0.6129
F 2.604 -6.031 6.357  -0.2343
F 4.809 -5.710 6.047  -0.2090
F 3.663 -4.335 7.171  -0.2412
S 4.166 -6.739 8.440  0.9906
O 4.247 -8.095 7.951  -0.6175
O 5.459 -6.273 8.935  -0.6224
N 2.881 -6.394 9.460  -0.3690
S 3.482 -6.455 10.901  1.0006
O 4.101 -7.746 11.235  -0.6390
O 4.163 -5.267 11.331  -0.6046
C 1.779 -6.540 11.827  0.6133
F 1.178 -5.339 11.678  -0.2513
F 0.927 -7.451 11.252  -0.2325
F 2.030 -6.765 13.101  -0.1960
C -3.234 2.501 -7.987  0.6374
F -2.310 3.168 -8.639  -0.2280
F -3.106 1.219 -8.284  -0.2178
F -3.148 2.631 -6.677  -0.2238
S -4.991 3.010 -8.536  0.9671
O -5.261 2.439 -9.857  -0.5854
O -5.772 2.486 -7.378  -0.6300
N -4.892 4.762 -8.539  -0.4029
S -6.329 5.241 -8.428  1.0037
O -7.244 4.539 -9.255  -0.6271
O -6.702 5.374 -7.054  -0.6469
C -6.109 7.002 -9.232  0.6034
F -5.845 6.833 -10.549  -0.2217
F -7.271 7.657 -9.157  -0.2083
F -5.109 7.625 -8.575  -0.2200

Results
E_HOMO ... -9.81 eV
Frontier orbital gap ... 6.2759 eV
Net charge ... +2

(2)
Computed, not measured: C6H10S2 as an isolated structure at a distorted geometry, with ωB97M-V/def2-TZVPD.

Each line ends with the Mulliken charge.
CARTESIAN COORDINATES (ANGSTROEM)
C -1.273 2.174 -0.754  -1.1955
C -1.522 0.682 -0.622  -0.4219
C -0.583 -0.025 0.324  1.2244
C -0.835 0.307 1.803  -1.5047
C 0.678 -1.245 -1.050  -0.6426
C 0.809 -0.078 -0.138  -0.5130
H -2.120 2.646 -1.253  0.3664
H -1.242 2.695 0.250  0.2674
H -0.331 2.432 -1.164  0.3522
H -1.375 0.242 -1.603  0.2989
H -2.553 0.479 -0.325  0.3576
H -0.146 -0.318 2.393  0.4342
H -1.904 0.153 2.072  0.3492
H -0.584 1.353 1.997  0.3478
H 1.639 -1.717 -1.142  0.4000
H 0.369 -0.883 -2.007  0.2670
S -0.637 -1.874 0.032  -0.1495
S 2.175 0.751 0.181  -0.2377

Results
Energy relative to the best compared isomer or geometry (same formula, charge and spin) ... 18.1 kcal per mole
E_HOMO ... -8.79 eV
Frontier orbital gap ... 8.6392 eV

(3)
Computed, not measured: a 2-piece molecular cluster, C4H6N2O overall at a distorted geometry, with ωB97M-V/def2-TZVPD.

Each line ends with the Mulliken charge.
CARTESIAN COORDINATES (ANGSTROEM)
C 1.613 -0.874 0.142  0.2584
C -0.964 0.209 0.079  0.6559
C -1.695 -1.048 -0.133  -1.0227
C 1.174 0.343 -0.502  -0.1530
N 1.984 -1.911 0.536  -0.4634
N 1.463 1.575 0.211  -0.5877
O -1.125 1.093 0.840  -0.4307
H -2.775 -1.127 0.220  0.3134
H -1.160 -1.701 0.399  0.2996
H -1.901 -1.285 -1.201  0.3003
H 1.190 0.706 -1.619  0.2670
H 1.277 1.660 1.270  0.2956
H 0.918 2.360 -0.241  0.2674

Results
Energy relative to the best compared isomer or geometry (same formula, charge and spin) ... 91.2 kcal per mole
E_HOMO ... -8.15 eV
Frontier orbital gap ... 8.4246 eV

(4)
Computed, not measured: C40H71MnO7SSeSi as an isolated structure at a distorted geometry, with ωB97M-V/def2-TZVPD.

Each line ends with the Mulliken charge.
CARTESIAN COORDINATES (ANGSTROEM)
Mn -0.543 0.895 0.174  2.1244
C -5.696 -2.360 -4.743  -1.6288
C -4.199 -2.511 -4.740  1.8875
C -3.858 -3.943 -4.285  -2.0590
C -3.570 -2.230 -6.137  -1.7404
C -3.612 -1.431 -3.751  -0.3019
C -2.922 -1.821 -2.616  -0.0565
C -2.433 -0.916 -1.723  -0.4023
Se -1.508 -1.571 -0.130  -0.2065
C 0.170 -2.046 -0.905  -0.5524
C 0.366 -3.392 -1.231  -0.5404
C 1.497 -3.844 -1.863  -0.5266
C 2.449 -2.855 -2.204  0.1233
C 2.328 -1.522 -1.798  -0.5024
C 1.130 -1.064 -1.180  0.8157
O 1.017 0.191 -0.832  -0.9139
C 3.521 -0.531 -1.976  2.7043
C 3.879 -0.027 -0.626  -2.0837
C 4.732 -1.170 -2.755  -2.2429
C 3.112 0.674 -2.785  -1.5596
C 1.627 -5.338 -2.135  2.2108
C 2.802 -5.908 -1.373  -1.6864
C 0.418 -6.168 -1.743  -1.8722
C 1.888 -5.518 -3.638  -1.6794
C -2.625 0.488 -1.927  1.2430
O -2.109 1.382 -1.108  -1.2124
C -3.456 0.883 -3.028  -0.9861
C -3.913 -0.096 -3.911  -0.2368
C -3.689 2.343 -3.251  2.2973
C -4.216 3.035 -1.994  -1.1387
C -4.647 2.691 -4.428  -2.1680
C -2.314 3.069 -3.562  -1.4401
H -6.229 -2.990 -5.436  0.4617
H -5.973 -1.346 -4.984  0.3520
H -6.164 -2.628 -3.750  0.2923
H -4.316 -4.712 -4.940  0.3696
H -4.150 -4.115 -3.202  0.3536
H -2.821 -4.098 -4.333  0.4994
H -4.002 -2.842 -6.861  0.5666
H -2.502 -2.252 -6.102  0.3306
H -3.926 -1.222 -6.450  0.2956
H -2.716 -2.895 -2.440  0.2329
H -0.399 -4.084 -0.872  0.5828
H 3.301 -3.134 -2.762  0.6225
H 4.064 -0.765 0.147  0.3777
H 3.138 0.566 -0.153  0.2141
H 4.752 0.631 -0.539  0.4744
H 5.128 -2.073 -2.205  0.3826
H 5.617 -0.512 -2.659  0.4029
H 4.368 -1.402 -3.746  0.4585
H 2.234 1.101 -2.233  0.0474
H 2.831 0.456 -3.802  0.3771
H 3.951 1.463 -2.832  0.3427
H 2.498 -6.086 -0.319  0.3373
H 3.612 -5.204 -1.322  0.3439
H 3.184 -6.829 -1.814  0.4073
H 0.264 -6.286 -0.651  0.3271
H 0.572 -7.169 -2.180  0.4386
H -0.481 -5.694 -2.188  0.2691
H 2.790 -4.908 -3.864  0.3266
H 1.079 -5.118 -4.255  0.3035
H 2.081 -6.526 -3.874  0.5616
H -4.544 0.163 -4.746  0.3777
H -5.207 2.710 -1.669  0.3595
H -4.203 4.095 -2.155  0.5196
H -3.538 2.896 -1.119  -0.4012
H -5.592 2.118 -4.352  0.4025
H -4.216 2.403 -5.384  0.3831
H -4.835 3.762 -4.394  0.4664
H -1.780 3.112 -2.648  0.2070
H -2.606 4.060 -3.917  0.4934
H -1.755 2.529 -4.338  0.2680
O 0.598 3.079 0.007  -0.6692
H -0.155 3.703 0.023  0.3349
H 0.911 2.970 0.897  0.1085
O -2.001 3.959 1.159  -0.7446
H -2.631 3.534 0.559  0.3257
H -1.871 3.208 1.767  0.0999
C 2.992 3.144 4.927  -0.9054
C 2.678 3.362 3.423  1.6671
C 2.582 4.827 3.134  -1.8047
C 3.766 2.764 2.536  -1.4897
O 1.490 2.723 2.976  0.7064
Si 0.617 1.570 3.718  -0.7985
S -0.922 1.049 2.522  -1.0183
O 1.792 0.431 3.983  0.8789
C 1.891 -0.947 4.368  1.8213
C 1.180 -1.840 3.352  -1.5132
C 3.378 -1.266 4.399  -1.5391
C 1.289 -1.065 5.703  -1.5675
O 0.147 2.137 5.167  -0.0559
C -0.689 3.236 5.666  1.7350
C -2.144 2.869 5.434  -1.6493
C -0.400 4.582 4.958  -1.2651
C -0.435 3.350 7.153  -1.7324
H 3.874 3.721 5.183  0.6393
H 3.206 2.071 5.133  -0.0876
H 2.090 3.396 5.572  -0.1060
H 3.538 5.286 3.193  0.4868
H 1.866 5.421 3.738  0.2638
H 2.193 4.835 2.132  0.3054
H 4.716 3.188 2.771  0.6300
H 3.594 2.856 1.430  0.2326
H 3.810 1.641 2.725  -0.0361
H 1.357 -1.522 2.327  0.0420
H 0.111 -1.684 3.512  0.3667
H 1.512 -2.917 3.380  0.3779
H 3.855 -1.151 3.445  0.2533
H 3.550 -2.338 4.827  0.3381
H 3.842 -0.558 5.134  0.3643
H 0.209 -0.810 5.749  0.2265
H 1.896 -0.351 6.355  0.2289
H 1.341 -2.061 6.152  0.4571
H -2.454 2.885 4.384  0.1992
H -2.823 3.554 5.970  0.4742
H -2.305 1.853 5.784  0.3222
H -0.161 4.462 3.893  -0.0113
H 0.448 5.091 5.394  0.3397
H -1.291 5.200 5.020  0.6052
H -0.878 2.441 7.608  0.3588
H -0.934 4.243 7.606  0.3072
H 0.639 3.301 7.300  0.3996

Results
Energy relative to the best compared isomer or geometry (same formula, charge and spin) ... 0.0 kcal per mole
E_HOMO (alpha / beta) ... -4.77 / -4.80 eV
Multiplicity ... 6
Frontier orbital gap (alpha / beta) ... 7.1720 / 7.2053 eV
Net charge ... -1

Number 1: energy -6322.228228 a.u.. Number 2: energy -1030.949162 a.u.. Number 3: energy -340.649586 a.u.. Number 4: energy -6333.903508 a.u..